Entry from the Open Molecules 2025 dataset: C25H17GeNO2PtS5 as an isolated structure in a non-equilibrium geometry (ωB97M-V/def2-TZVPD).

Calculated values
gap between HOMO and LUMO (spin up / spin down): 6.995 / 5.902 eV
HOMO (spin up / spin down): -7.888 / -8.597 eV
electronic energy: -5355.2793 a.u.
F_max: 0.068 hartree/bohr
LUMO level (spin up / spin down): -0.0328 / -0.0990 Ha
energy above the lowest of the compared OMol25 structures with the same formula, charge and spin: 12.0 kcal/mol

ORCA input file:
```
! wB97M-V def2-TZVPD RIJCOSX def2/J DEFGRID3
* xyz 0 3
Pt 0.6831 -0.8634 1.4499
O -2.8071 -2.9519 2.2915
C -1.8273 -2.2821 2.0729
O -0.5551 -2.5719 2.0824
C -2.1551 -0.8501 1.6072
C -3.5147 -0.4444 1.4824
C -3.7580 0.7971 1.0950
C -2.7053 1.7765 0.9215
C -2.9929 3.1326 0.6355
C -1.9504 3.9953 0.3723
C -0.6308 3.5500 0.4359
C -0.3411 2.2296 0.7123
C -1.3975 1.3205 0.9271
N -1.1604 -0.0208 1.2938
H -4.2762 -1.1580 1.8170
H -4.7739 1.1638 0.9175
H -4.0031 3.4509 0.7454
H -2.1718 5.0421 0.1703
H 0.1163 4.3143 0.2015
H 0.7128 1.9950 0.8704
S 6.2615 -1.5027 6.1287
C 4.9964 -1.3033 5.1475
S 4.9491 -1.8286 3.4564
C 3.3326 -1.4157 3.0608
C 2.6012 -0.7742 4.0736
S 1.0054 -0.1968 3.8640
S 3.4678 -0.6438 5.6000
S 2.7866 -1.8339 1.4735
Ge 0.6760 -1.4997 -0.9540
C 2.1428 -0.4321 -1.8157
C 3.2227 -1.1473 -2.2913
C 4.3494 -0.5353 -2.8230
C 4.4209 0.9132 -2.9181
C 3.2880 1.6115 -2.4670
C 2.1837 0.9806 -1.9940
C -1.1571 -1.2684 -1.7055
C -2.1857 -2.1457 -1.3850
C -3.4705 -1.8513 -1.8196
C -3.7697 -0.8260 -2.7869
C -2.6943 -0.0350 -3.1610
C -1.4685 -0.1812 -2.5483
H 0.9900 -2.9941 -1.0172
H 3.2270 -2.2629 -2.3209
H 5.2113 -1.1594 -3.1428
H 5.2430 1.3689 -3.4172
H 3.2059 2.6736 -2.6520
H 1.2948 1.6286 -1.7164
H -1.9750 -3.0112 -0.7006
H -4.3287 -2.4154 -1.4490
H -4.7568 -0.7223 -3.1759
H -2.8917 0.7562 -3.8759
H -0.6497 0.4287 -2.7691
*
```

Here are the Mulliken charges for atoms 1 to 4, given in e: 1.436 -0.661 0.412 -0.740